<w>
The following is a DFT calculation (the ωB97M-V functional and the def2-TZVPD basis) of a 10-piece molecular cluster, CH21NO11 overall.

## Properties
structure (SMILES) = NC(=O)O.O.O.O.O.O.O.O.O.O
E_LUMO = 0.17 eV

Last column: natural (NBO) charge in e.
Element x y z (Å)
1 N -0.03 -3.04 1.50  -0.881
2 C 0.50 -1.73 1.66  0.904
3 O 1.35 -1.50 2.53  -0.670
4 O 0.04 -0.79 0.81  -0.734
5 H 0.23 -3.55 2.26  0.384
6 H -0.20 -3.45 0.63  0.417
7 H -0.70 -1.04 0.16  0.548
8 O -2.80 -1.48 1.31  -0.973
9 H -2.86 -0.64 1.88  0.498
10 H -3.50 -1.48 0.65  0.480
11 O 3.20 1.01 -0.94  -0.948
12 H 3.93 1.35 -0.45  0.474
13 H 3.02 0.27 -0.29  0.498
14 O -2.51 3.09 -0.62  -0.946
15 H -1.54 2.97 -0.30  0.480
16 H -2.88 3.45 0.15  0.462
17 O -1.30 -2.71 -0.70  -1.019
18 H -1.54 -2.79 -1.65  0.524
19 H -1.98 -2.93 0.00  0.509
20 O 3.03 1.58 2.90  -0.950
21 H 3.51 0.75 2.93  0.467
22 H 2.13 1.21 2.98  0.483
23 O -2.02 -1.59 -3.12  -0.956
24 H -1.36 -0.85 -3.02  0.495
25 H -2.07 -1.59 -4.05  0.470
26 O -0.54 2.30 1.78  -0.935
27 H -0.79 1.59 1.35  0.459
28 H 0.33 2.53 1.39  0.481
29 O 1.18 2.51 -1.40  -0.973
30 H 1.23 3.31 -1.96  0.480
31 H 2.11 2.32 -1.24  0.498
32 O 0.85 0.01 -2.18  -0.987
33 H 0.92 0.04 -3.15  0.462
34 H 1.06 0.86 -1.80  0.498

<x>
The following is a DFT calculation (the ωB97M-V functional and the def2-TZVPD basis) of a 10-piece molecular cluster, CH21NO11 overall.

## Properties
E_LUMO = -0.71 eV

Last column: natural (NBO) charge in e.
Element x y z (Å)
1 N -0.26 -0.11 -0.34  -0.822
2 H 0.37 0.27 -0.99  0.421
3 H 0.24 -0.35 0.48  0.487
4 H -0.82 -0.64 -0.92  0.447
5 H -0.78 0.62 -0.06  0.438
6 C -0.42 0.66 3.28  0.934
7 O 0.32 0.93 4.30  -0.775
8 O -0.42 -0.68 2.92  -0.750
9 O -0.92 1.46 2.50  -0.815
10 H 0.27 -0.98 3.17  0.461
11 O 0.70 -3.27 0.39  -0.928
12 H 0.07 -3.98 0.30  0.465
13 H 1.10 -3.56 1.16  0.464
14 O 2.37 -0.57 1.62  -0.966
15 H 2.60 0.46 1.63  0.504
16 H 3.12 -0.86 1.04  0.466
17 O 0.01 -2.04 -2.95  -0.948
18 H 0.58 -1.88 -3.68  0.471
19 H -0.37 -2.94 -3.24  0.480
20 O -0.67 3.29 -1.05  -0.944
21 H -1.44 3.62 -0.74  0.479
22 H -0.66 3.39 -2.01  0.472
23 O 1.16 2.59 1.00  -1.031
24 H 0.47 2.39 1.61  0.516
25 H 0.96 2.83 0.06  0.494
26 O 2.51 1.38 -2.31  -0.952
27 H 2.36 1.53 -3.23  0.477
28 H 3.28 1.67 -2.00  0.476
29 O -2.98 -0.23 -1.92  -0.914
30 H -2.89 -1.04 -2.32  0.461
31 H -2.68 0.23 -2.72  0.459
32 O -2.39 -1.76 1.45  -0.974
33 H -2.93 -1.06 1.38  0.450
34 H -1.86 -1.39 2.19  0.497

Computed relative energies in units of eV: <w> 0.000; <x> 2.742

<w>
The following is a DFT calculation (the ωB97M-V functional and the def2-TZVPD basis) of a 2-piece molecular cluster, C9H23N overall.

## Properties
E_LUMO = 0.67 eV

Last column: natural (NBO) charge in e.
Element x y z (Å)
1 C 2.15 0.08 -0.37  0.160
2 C 3.49 -0.19 -1.04  -0.635
3 C 2.09 -0.51 1.03  -0.641
4 C 1.58 1.47 -0.47  -0.914
5 C 0.47 -2.00 -0.97  -0.424
6 N 1.01 -0.66 -1.27  -0.684
7 H 1.33 -0.62 -2.24  0.392
8 H 4.29 0.27 -0.45  0.228
9 H 2.31 -1.58 1.05  0.198
10 H 0.47 0.35 -1.11  0.451
11 H 3.53 0.25 -2.04  0.210
12 H 3.71 -1.26 -1.12  0.194
13 H 2.84 -0.01 1.64  0.232
14 H 1.12 -0.34 1.49  0.217
15 H 1.43 1.95 0.49  0.196
16 H 2.13 2.12 -1.15  0.190
17 H -0.28 -2.27 -1.71  0.214
18 H 0.00 -1.99 0.01  0.215
19 H 1.27 -2.75 -0.97  0.202
20 C -2.14 0.38 0.70  -0.214
21 C -2.54 0.27 -0.77  -0.610
22 C -2.02 1.85 1.12  -0.610
23 C -3.11 -0.39 1.60  -0.603
24 H -1.14 -0.06 0.81  0.182
25 H -4.11 0.03 1.52  0.201
26 H -3.16 -1.45 1.31  0.201
27 H -3.53 0.70 -0.94  0.204
28 H -2.57 -0.77 -1.10  0.195
29 H -1.83 0.81 -1.41  0.216
30 H -1.28 2.37 0.52  0.230
31 H -2.98 2.36 1.00  0.196
32 H -1.73 1.94 2.17  0.203
33 H -2.80 -0.34 2.64  0.206

<x>
The following is a DFT calculation (the ωB97M-V functional and the def2-TZVPD basis) of C9H23N as an isolated structure.

## Properties
E_LUMO = 0.86 eV

Last column: natural (NBO) charge in e.
Element x y z (Å)
1 C -0.63 0.86 2.07  0.124
2 C -1.15 1.89 3.06  -0.620
3 C 0.70 0.25 2.52  -0.629
4 C -1.63 -0.20 1.64  -0.753
5 C 0.85 1.98 0.19  -0.413
6 N -0.46 1.50 0.65  -0.659
7 H -1.13 2.26 0.59  0.367
8 H -1.32 1.41 4.02  0.218
9 H 1.47 1.02 2.65  0.207
10 H -1.32 0.31 0.41  0.327
11 H -2.10 2.31 2.73  0.207
12 H -0.43 2.70 3.21  0.202
13 H 0.53 -0.25 3.47  0.221
14 H 1.06 -0.49 1.81  0.217
15 H -1.43 -1.17 2.10  0.207
16 H -2.66 0.09 1.85  0.196
17 H 0.72 2.44 -0.79  0.209
18 H 1.53 1.14 0.11  0.198
19 H 1.28 2.72 0.86  0.175
20 C 0.67 -1.25 -2.14  -0.213
21 C -0.48 -0.39 -2.68  -0.605
22 C 0.13 -2.39 -1.27  -0.610
23 C 1.54 -1.78 -3.27  -0.602
24 H 1.29 -0.61 -1.49  0.184
25 H 0.96 -2.42 -3.93  0.199
26 H 1.95 -0.96 -3.87  0.204
27 H -1.13 -0.99 -3.32  0.200
28 H -0.10 0.45 -3.26  0.201
29 H -1.08 0.00 -1.86  0.215
30 H -0.44 -1.99 -0.44  0.224
31 H -0.52 -3.04 -1.86  0.198
32 H 0.94 -3.01 -0.88  0.201
33 H 2.38 -2.37 -2.89  0.205

Computed relative energies in units of eV: <w> 0.707; <x> 0.000

<w>
The following is a DFT calculation (the ωB97M-V functional and the def2-TZVPD basis) of the molecule C6H8N4O2.

## Properties
structure (SMILES) = C=CN1C=NN=C(C(=O)O)[C@@H]1N
E_LUMO = -0.78 eV

Last column: natural (NBO) charge in e.
Element x y z (Å)
1 C 0.60 2.08 1.23  -0.424
2 C 0.69 0.77 1.06  -0.006
3 N 0.53 0.24 -0.23  -0.414
4 C 0.92 0.81 -1.39  0.303
5 N 0.68 0.35 -2.59  -0.346
6 N -0.23 -0.55 -2.69  -0.212
7 C -0.62 -1.32 -1.71  0.037
8 C -1.41 -2.56 -1.86  0.750
9 O -1.92 -3.11 -0.87  -0.578
10 O -1.73 -2.78 -3.19  -0.668
11 C 0.03 -1.11 -0.33  0.072
12 N -0.86 -1.33 0.78  -0.814
13 H 0.34 2.76 0.52  0.192
14 H 0.85 2.63 2.21  0.215
15 H 0.88 0.06 1.88  0.244
16 H 1.46 1.75 -1.30  0.202
17 H -1.39 -1.92 -3.66  0.516
18 H 0.77 -1.89 -0.35  0.181
19 H -1.14 -2.23 0.78  0.389
20 H -1.76 -0.87 0.69  0.362

<x>
The following is a DFT calculation (the ωB97M-V functional and the def2-TZVPD basis) of a 2-piece molecular cluster, C6H8N4O2 overall.

## Properties
E_LUMO = 0.58 eV

Last column: natural (NBO) charge in e.
Element x y z (Å)
1 C -1.67 1.32 0.20  0.360
2 C 1.62 1.81 -0.37  0.581
3 C -1.54 -0.45 -1.46  -0.625
4 C 2.66 -1.44 0.66  -0.709
5 C -1.88 -0.12 0.00  0.276
6 C 1.36 -0.84 0.88  0.321
7 N -1.32 2.38 0.45  -0.430
8 N 1.99 1.15 -1.23  -0.502
9 N -1.02 -0.73 0.98  -0.395
10 N 0.19 -0.86 0.78  -0.026
11 O -3.20 -0.51 0.26  -0.677
12 O 1.27 2.52 0.61  -0.667
13 H -2.23 0.08 -2.12  0.231
14 H -0.52 -0.17 -1.69  0.238
15 H -1.68 -1.52 -1.61  0.234
16 H 2.56 -2.46 0.29  0.237
17 H 3.19 -0.84 -0.08  0.282
18 H 3.23 -1.44 1.59  0.250
19 H -3.31 -0.61 1.22  0.491
20 H 0.30 2.73 0.63  0.532

Computed relative energies in units of eV: <w> 0.000; <x> 1.043

<w>
The following is a DFT calculation (the ωB97M-V functional and the def2-TZVPD basis) of the molecule C2H6N2OS2.

## Properties
structure (SMILES) = O/N=C(/CS)NS
E_LUMO = 0.40 eV

Last column: natural (NBO) charge in e.
Element x y z (Å)
1 O 2.75 -0.21 -0.44  -0.587
2 N 1.58 -0.90 0.00  -0.219
3 C 0.45 -0.22 0.04  0.323
4 C -0.71 -1.06 0.55  -0.576
5 S -2.25 -1.28 -0.44  -0.033
6 N 0.30 1.09 -0.31  -0.770
7 S -1.13 1.98 0.05  0.155
8 H 3.41 -0.97 -0.13  0.489
9 H -0.90 -0.59 1.59  0.235
10 H -0.40 -2.17 0.65  0.275
11 H -2.94 -0.13 -0.13  0.140
12 H 1.23 1.79 -0.12  0.430
13 H -1.39 2.67 -1.29  0.140

<x>
The following is a DFT calculation (the ωB97M-V functional and the def2-TZVPD basis) of C2H6N2OS2 as an isolated structure.

## Properties
E_LUMO = 0.66 eV

Last column: natural (NBO) charge in e.
Element x y z (Å)
1 C 0.01 -0.67 0.18  0.697
2 C 1.80 -0.05 0.55  -0.573
3 N -2.15 0.25 -0.60  -0.637
4 N -0.79 0.33 -0.18  -0.494
5 O -0.23 -1.85 0.29  -0.620
6 S 1.82 1.68 -0.09  -0.022
7 S 2.91 -1.12 -0.38  -0.009
8 H 1.81 -0.22 1.59  0.231
9 H -2.71 0.36 0.24  0.367
10 H -2.19 -0.67 -1.08  0.380
11 H -0.25 1.10 -0.15  0.392
12 H 2.50 1.51 -1.16  0.137
13 H 1.98 -1.82 -1.07  0.150

Computed relative energies in units of eV: <w> 1.187; <x> 0.000

<w>
The following is a DFT calculation (the ωB97M-V functional and the def2-TZVPD basis) of an isolated ion of composition C5H11FN and charge +1.

## Properties
structure (SMILES) = C[NH2+]CC1(F)CC1
net charge = +1
E_LUMO = -3.32 eV

Last column: natural (NBO) charge in e.
Element x y z (Å)
1 C 2.52 -0.02 -0.30  -0.447
2 N 1.29 -0.80 -0.06  -0.502
3 C 0.34 -0.01 0.80  -0.275
4 C -1.21 -0.30 0.17  0.349
5 F -1.35 -1.72 0.04  -0.359
6 C -1.85 0.59 -0.89  -0.481
7 C -2.38 0.58 0.50  -0.439
8 H 3.22 -0.56 -0.93  0.247
9 H 2.46 0.96 -0.68  0.244
10 H 3.11 0.10 0.66  0.243
11 H 0.84 -1.20 -0.97  0.470
12 H 1.58 -1.51 0.51  0.432
13 H 0.20 -0.52 1.82  0.269
14 H 0.62 1.08 0.65  0.252
15 H -2.40 0.39 -1.87  0.273
16 H -1.42 1.55 -1.08  0.227
17 H -2.30 1.37 1.19  0.242
18 H -3.29 0.01 0.45  0.255

<x>
The following is a DFT calculation (the ωB97M-V functional and the def2-TZVPD basis) of an isolated ion of composition C5H11FN and charge +1.

## Properties
structure (SMILES) = C=C(F)C(C)(C)[NH3+]
net charge = +1
E_LUMO = -3.66 eV

Last column: natural (NBO) charge in e.
Element x y z (Å)
1 C -2.70 -0.75 0.08  -0.449
2 C -1.64 0.03 0.12  0.377
3 F -1.78 1.36 0.03  -0.315
4 C -0.07 -0.32 0.08  0.098
5 C 0.83 0.85 0.31  -0.670
6 C 0.25 -1.49 0.98  -0.629
7 N 0.15 -0.87 -1.35  -0.701
8 H -3.64 -0.32 0.05  0.249
9 H -2.62 -1.82 0.21  0.224
10 H 1.91 0.74 0.30  0.247
11 H 0.59 1.10 1.36  0.263
12 H 0.69 1.74 -0.21  0.251
13 H 1.18 -2.03 0.84  0.232
14 H -0.47 -2.17 0.81  0.213
15 H 0.33 -1.31 1.95  0.255
16 H -0.31 -1.78 -1.53  0.447
17 H 1.25 -1.06 -1.39  0.460
18 H -0.19 -0.21 -2.03  0.449

Computed relative energies in units of eV: <w> 1.160; <x> 0.000

<w>
The following is a DFT calculation (the ωB97M-V functional and the def2-TZVPD basis) of the molecule C2H4I2N2O.

## Properties
E_LUMO (alpha / beta) = -0.85 / -1.45 eV

Last column: natural (NBO) charge in e.
Element x y z (Å)
1 C -0.14 -0.89 -1.08  -0.667
2 C 0.68 -0.94 0.20  -0.003
3 N 1.35 0.08 0.61  0.073
4 N -1.30 1.05 0.72  -0.872
5 O 1.56 1.26 0.32  -0.347
6 I -1.27 1.44 2.73  0.324
7 I -0.47 2.42 -0.42  0.584
8 H 0.01 0.10 -1.55  0.222
9 H 0.07 -1.78 -1.63  0.227
10 H -1.12 -0.90 -0.88  0.233
11 H 0.63 -1.85 0.97  0.226

<x>
The following is a DFT calculation (the ωB97M-V functional and the def2-TZVPD basis) of C2H4I2N2O as an isolated structure.

## Properties
E_LUMO = -0.53 eV

Last column: natural (NBO) charge in e.
Element x y z (Å)
1 C 0.01 -0.79 1.38  0.408
2 C -0.35 -0.55 -0.09  0.055
3 N 0.55 -0.67 -1.13  -0.789
4 N -0.93 1.24 -0.01  -0.923
5 O 1.09 -0.78 1.87  -0.477
6 I 2.56 -0.38 -0.66  0.311
7 I -0.69 2.15 -1.79  0.321
8 H -0.82 -0.87 1.96  0.124
9 H -1.24 -1.02 -0.26  0.201
10 H 0.25 -0.06 -2.02  0.407
11 H -0.42 1.73 0.74  0.362

<y>
The following is a DFT calculation (the ωB97M-V functional and the def2-TZVPD basis) of C2H4I2N2O as an isolated structure.

## Properties
E_LUMO (alpha / beta) = -0.64 / -0.64 eV

Last column: natural (NBO) charge in e.
Element x y z (Å)
1 C -1.69 0.18 0.22  -0.694
2 C -0.57 -0.79 0.51  0.158
3 N 1.61 0.94 -1.15  0.144
4 N 0.53 -0.64 -0.05  -0.535
5 O 2.50 0.21 -1.44  -0.264
6 I 2.01 -2.13 -0.07  0.302
7 I 1.90 2.47 0.36  -0.026
8 H -1.27 0.99 -0.28  0.239
9 H -2.37 -0.24 -0.49  0.251
10 H -1.88 0.74 1.13  0.251
11 H -0.78 -1.74 1.25  0.176

Computed relative energies in units of eV: <w> 2.976; <x> 0.000; <y> 0.815